# 1
This record from the Open Molecules 2025 dataset describes a cluster of 6 separate species, H12O6 in total. The level of theory is wB97M-V/def2-TZVPD.

Its frontier orbital gap is 11.00 eV. As for the structure (SMILES): O.O.O.O.O.O. As for the energy above the lowest of the compared OMol25 structures with the same formula, charge and spin: 116.1 kJ/mol. The net charge is 0. For the HOMO energy, the calculation gives -11.06 eV. As for the LUMO energy: -0.07 eV.

Each line ends with the natural charge from an NBO analysis.
CARTESIAN COORDINATES (ANGSTROEM)
O1 -17.72 10.59 5.53  -0.9534
H1 -18.25 11.40 5.61  0.4923
H2 -18.14 9.96 6.12  0.4563
O2 -21.17 15.38 6.99  -0.9612
H3 -22.09 15.66 7.11  0.4849
H4 -21.03 14.68 7.64  0.4871
O3 -19.71 8.68 4.02  -0.9469
H5 -18.98 8.15 4.35  0.4667
H6 -19.58 9.54 4.44  0.4768
O4 -19.43 12.87 6.08  -0.9842
H7 -20.05 13.60 5.97  0.4847
H8 -20.00 12.09 6.16  0.4889
O5 -21.25 10.72 6.30  -0.9613
H9 -21.60 10.54 7.18  0.4846
H10 -21.98 10.57 5.69  0.4937
O6 -20.20 16.14 4.35  -0.9564
H11 -20.56 15.88 5.21  0.4816
H12 -19.51 16.78 4.56  0.4660



# 2
This record from the Open Molecules 2025 dataset describes a structure of composition H13LiO7 at a distorted geometry. The level of theory is wB97M-V/def2-TZVPD.

Its frontier orbital gap is 8.07 eV. As for the energy above the lowest of the compared OMol25 structures with the same formula, charge and spin: 267.1 kJ/mol. The net charge is 0. For the HOMO energy, the calculation gives -9.61 eV. As for the LUMO energy: -1.54 eV.

Each line ends with the natural charge from an NBO analysis.
CARTESIAN COORDINATES (ANGSTROEM)
Li1 -0.85 1.25 1.58  0.9521
O1 0.13 -0.02 0.20  -1.3290
H1 -0.59 0.32 -0.31  0.4280
O2 -0.85 -1.96 1.79  -0.9558
H2 -0.66 -1.22 1.26  0.4743
H3 -1.60 -2.24 1.34  0.4532
O3 1.61 -2.32 -0.70  -1.0010
H4 1.01 -1.65 -0.17  0.5127
H5 2.47 -2.50 -0.23  0.4703
O4 1.74 1.77 -1.27  -0.9078
H6 1.02 1.44 -0.80  0.4667
H7 1.18 2.63 -1.47  0.4299
O5 -2.07 1.75 -0.23  -0.9730
H8 -2.84 1.21 -0.04  0.5003
H9 -2.24 2.65 -0.18  0.4902
O6 2.01 0.22 2.06  -0.9586
H10 1.70 -0.25 2.89  0.4708
H11 1.40 0.33 1.43  0.4804
O7 -1.20 -0.55 -2.47  -0.9233
H12 -0.75 -0.58 -1.66  0.4650
H13 -0.61 -0.28 -3.01  0.4548



# 3
This record from the Open Molecules 2025 dataset describes a structure of composition H13LiO7 at a distorted geometry. The level of theory is wB97M-V/def2-TZVPD.

Its frontier orbital gap is 8.43 eV. As for the energy above the lowest of the compared OMol25 structures with the same formula, charge and spin: 359.7 kJ/mol. The net charge is 0. For the HOMO energy, the calculation gives -10.30 eV. As for the LUMO energy: -1.88 eV.

Each line ends with the natural charge from an NBO analysis.
CARTESIAN COORDINATES (ANGSTROEM)
Li1 1.44 -1.56 -0.97  0.9780
O1 0.69 -0.02 -0.08  -1.2544
H1 -0.24 -0.22 -0.45  0.4604
O2 -3.43 -1.80 -0.01  -0.9724
H2 -3.53 -1.24 -0.71  0.4551
H3 -2.75 -1.45 0.62  0.4951
O3 2.00 0.15 2.16  -0.9109
H4 1.71 -0.08 1.37  0.4501
H5 1.83 -0.69 2.71  0.4541
O4 -0.29 0.74 -3.27  -0.9196
H6 -0.83 -0.01 -3.66  0.4661
H7 0.15 0.31 -2.44  0.4508
O5 2.60 1.14 -0.86  -0.9941
H8 1.86 0.52 -0.76  0.4398
H9 2.09 1.61 -0.09  0.4892
O6 -1.18 -1.19 1.59  -1.0055
H10 -1.57 -0.49 2.18  0.5043
H11 -0.37 -0.89 1.07  0.4918
O7 0.12 1.88 0.86  -0.9797
H12 -0.42 2.29 0.16  0.4481
H13 0.12 0.97 0.58  0.4537